# 1
C5H9HgMgO4 as an isolated structure, computed with wB97M-V/def2-TZVPD.

Atoms and positions in Å:
O1 -0.70 -1.63 -0.52
C1 -1.95 -1.55 0.07
C2 -2.19 -0.13 0.54
O2 -1.91 0.70 -0.58
C3 -3.05 1.20 -1.27
Mg1 0.04 1.01 -1.30
H1 -2.20 -2.23 0.91
H2 -2.70 -1.79 -0.71
H3 -1.56 0.20 1.38
H4 -3.22 -0.01 0.93
H5 -2.79 2.11 -1.82
H6 -3.41 0.44 -1.98
H7 -3.84 1.42 -0.55
O3 2.87 -1.44 1.00
C4 3.51 -0.34 0.97
C5 2.71 0.80 0.34
O4 1.38 0.50 0.03
Hg1 1.00 -1.38 0.21
H8 3.30 1.16 -0.52
H9 2.72 1.63 1.08

Its energy above the lowest of the compared OMol25 structures with the same formula, charge and spin is 0.00 kJ/mol. The value obtained for the gap between HOMO and LUMO (alpha / beta) is 6.4 / 6.3 eV. Its strongest force on any atom is 7.44 eV Å⁻¹. As for the lowest unoccupied orbital energy (alpha / beta): 0.2 / -0.6 eV. Its multiplicity is 2.

Here are the Löwdin charges for atoms 1 to 4, given in e:
1. O -0.497
2. C -0.331
3. C -0.198
4. O -0.384

# 2
C41H28BrClF9N7O3Ti as an isolated structure, computed with wB97M-V/def2-TZVPD.

Atoms and positions in Å:
Ti1 -0.23 0.09 0.11
C1 2.47 0.27 -4.64
C2 2.86 1.60 -4.61
C3 2.86 2.26 -3.40
C4 2.48 1.56 -2.25
N1 2.14 0.27 -2.26
C5 2.13 -0.34 -3.45
N2 2.47 2.31 -1.07
C6 2.18 1.92 0.09
N3 1.63 0.70 0.55
C7 1.79 0.68 1.94
N4 1.76 -0.33 2.73
C8 1.62 -1.63 2.25
C9 2.24 -2.63 3.02
C10 2.07 -3.95 2.66
C11 1.26 -4.25 1.57
C12 0.69 -3.21 0.87
N5 0.89 -1.92 1.17
C13 2.15 2.03 2.41
C14 2.31 2.54 3.68
C15 2.79 3.84 3.78
C16 3.14 4.57 2.64
C17 2.99 4.04 1.37
C18 2.46 2.76 1.28
H1 2.42 -0.29 -5.57
H2 3.14 2.12 -5.52
H3 3.13 3.30 -3.30
H4 1.81 -1.38 -3.45
H5 2.82 -2.33 3.88
H6 2.54 -4.74 3.24
H7 1.05 -5.27 1.28
H8 0.02 -3.40 0.05
H9 2.07 1.95 4.56
H10 2.91 4.30 4.76
H11 3.53 5.58 2.76
H12 3.25 4.59 0.48
Br1 -4.02 -3.07 -1.12
C19 -3.85 -1.38 -1.97
C20 -4.93 -0.88 -2.68
C21 -4.74 0.30 -3.38
C22 -3.49 0.90 -3.37
C23 -2.50 0.32 -2.61
N6 -2.68 -0.79 -1.89
C24 -1.11 0.92 -2.62
O1 -0.77 1.73 -3.44
O2 -0.32 0.44 -1.69
H13 -5.87 -1.40 -2.68
H14 -5.56 0.73 -3.95
H15 -3.27 1.79 -3.94
C25 -1.68 -0.11 3.81
C26 -2.18 -0.76 2.52
O3 -1.34 -0.46 1.46
C27 -2.15 -2.29 2.76
F1 -3.10 -2.64 3.65
F2 -0.98 -2.67 3.27
F3 -2.34 -3.00 1.64
C28 -3.65 -0.33 2.18
F4 -3.68 0.54 1.16
F5 -4.24 0.27 3.23
F6 -4.44 -1.35 1.83
H16 -0.63 -0.38 3.93
H17 -2.25 -0.46 4.67
H18 -1.76 0.96 3.75
F7 1.96 -5.27 -5.58
C29 1.85 -5.63 -4.29
F8 3.06 -6.05 -3.89
F9 1.02 -6.69 -4.25
C30 1.34 -4.49 -3.45
C31 -0.01 -4.16 -3.50
C32 -0.44 -3.09 -2.73
N7 0.37 -2.38 -1.96
C33 1.66 -2.70 -1.93
C34 2.19 -3.75 -2.66
H19 -0.71 -4.72 -4.11
H20 -1.49 -2.80 -2.73
H21 2.29 -2.08 -1.30
H22 3.25 -3.98 -2.60
Cl1 -1.18 6.17 4.59
C35 -1.17 4.99 3.31
C36 -2.13 3.99 3.30
C37 -2.10 3.05 2.28
C38 -1.13 3.07 1.29
C39 -1.06 2.08 0.17
C40 -0.22 4.13 1.30
C41 -0.23 5.08 2.31
H23 -2.89 3.96 4.07
H24 -2.88 2.30 2.25
H25 -0.56 2.56 -0.67
H26 -2.07 1.78 -0.14
H27 0.50 4.22 0.50
H28 0.49 5.89 2.31

Its energy above the lowest of the compared OMol25 structures with the same formula, charge and spin is 205.88 kJ/mol. The value obtained for the gap between HOMO and LUMO is 7.6 eV. Its strongest force on any atom is 0.74 eV Å⁻¹. As for the lowest unoccupied orbital energy: -0.5 eV.

Here are the Löwdin charges for atoms 1 to 4, given in e:
1. Ti 1.192
2. C -0.052
3. C -0.065
4. C -0.006

# 3
C9H18FeN7SbSe4 as an isolated structure, computed with wB97M-V/def2-TZVPD.

Atoms and positions in Å:
Fe1 0.00 0.00 0.00
Se1 5.72 1.75 -1.47
Sb1 5.06 0.03 -0.02
Se2 2.48 0.00 0.00
Se3 6.04 -2.17 -0.97
Se4 6.04 0.59 2.31
C1 0.00 3.95 -3.64
C2 -0.68 2.61 -3.47
N1 -0.22 2.00 -2.25
C3 -0.03 2.67 -1.09
N2 0.00 1.98 0.00
C4 0.21 2.69 1.26
C5 1.01 3.97 1.07
C6 0.32 4.82 0.01
N3 0.16 4.03 -1.20
C7 -0.25 4.77 -2.39
H1 -0.38 4.47 -4.53
H2 1.08 3.81 -3.78
H3 -0.44 1.96 -4.32
H4 -1.77 2.73 -3.44
H5 -0.48 1.03 -2.10
H6 0.75 2.04 1.95
H7 -0.76 2.91 1.71
H8 2.03 3.73 0.74
H9 1.09 4.52 2.01
H10 0.92 5.71 -0.19
H11 -0.66 5.15 0.37
H12 0.31 5.71 -2.46
H13 -1.31 5.03 -2.31
N4 -6.45 -1.20 -0.84
C8 -5.04 -1.14 -0.80
N5 -4.28 -2.12 -1.49
N6 -4.47 -0.19 -0.13
C9 -3.09 -0.07 -0.05
N7 -1.94 0.00 0.00
H14 -6.92 -1.95 -1.37
H15 -7.02 -0.50 -0.35
H16 -4.75 -2.87 -2.01
H17 -3.24 -2.12 -1.49
H18 0.00 -1.69 0.00

The value obtained for the gap between HOMO and LUMO (alpha / beta) is 2.3 / 2.3 eV. Its strongest force on any atom is 4.08 eV Å⁻¹. As for the lowest unoccupied orbital energy (alpha / beta): 2.6 / 2.6 eV. As for the total charge: -2. Its multiplicity is 5.

Here are the Löwdin charges for atoms 1 to 4, given in e:
1. Fe 0.095
2. Se -0.437
3. Sb -0.443
4. Se -0.152

# 4
A 2-piece molecular cluster, BH5N2 overall, computed with wB97M-V/def2-TZVPD.

Atoms and positions in Å:
B1 -1.53 -0.54 0.57
N1 -1.33 0.48 -0.12
N2 1.33 -0.26 -0.35
H1 -1.88 -1.04 1.67
H2 -1.32 0.83 -1.05
H3 0.77 0.51 -0.33
H4 2.00 0.13 -0.98
H5 1.97 -0.11 0.58

As for the structure (SMILES): [H]/B=N/[H].N. Its energy above the lowest of the compared OMol25 structures with the same formula, charge and spin is 343.98 kJ/mol. The value obtained for the gap between HOMO and LUMO is 11.0 eV. Its strongest force on any atom is 5.87 eV Å⁻¹. As for the lowest unoccupied orbital energy: 0.8 eV.

Here are the Löwdin charges for atoms 1 to 4, given in e:
1. B -0.153
2. N 0.105
3. N -0.002
4. H 0.039

# 5
C12H24ClO4P as an isolated structure, computed with wB97M-V/def2-TZVPD.

Atoms and positions in Å:
O1 -0.59 -1.22 -1.19
Cl1 1.64 -3.89 4.52
O2 0.70 -1.13 3.15
O3 -1.03 1.34 -1.05
O4 1.39 0.29 -1.51
C1 0.82 -0.87 1.82
C2 0.01 -0.03 1.18
C3 1.84 -1.65 1.05
C4 -3.01 2.37 -2.86
C5 2.88 2.65 -2.36
C6 -2.34 0.96 -0.85
C7 1.43 0.53 -2.88
C8 -3.11 2.10 -1.39
C9 2.71 1.33 -3.19
C10 -0.88 -1.84 4.79
C11 0.33 -3.57 3.28
C12 -0.27 -2.14 3.41
P1 -0.06 0.07 -0.67
H1 -0.62 0.73 1.66
H2 2.55 -2.23 1.62
H3 2.53 -1.04 0.46
H4 1.32 -2.40 0.48
H5 -3.22 1.37 -3.33
H6 -3.72 3.18 -3.22
H7 -2.06 2.76 -3.21
H8 3.45 3.36 -2.94
H9 2.00 3.20 -2.13
H10 3.44 2.48 -1.41
H11 -2.65 0.71 0.22
H12 -2.63 0.06 -1.44
H13 1.48 -0.43 -3.27
H14 0.54 1.00 -3.34
H15 -4.14 1.87 -1.14
H16 -2.99 3.03 -0.88
H17 3.51 0.71 -2.97
H18 2.89 1.64 -4.24
H19 -1.62 -2.61 5.01
H20 -1.34 -0.84 4.86
H21 -0.11 -1.81 5.53
H22 0.59 -3.81 2.21
H23 -0.52 -4.27 3.57
H24 -1.14 -1.95 2.68

Its energy above the lowest of the compared OMol25 structures with the same formula, charge and spin is 175.11 kJ/mol. The value obtained for the gap between HOMO and LUMO is 10.4 eV. Its strongest force on any atom is 4.92 eV Å⁻¹. As for the lowest unoccupied orbital energy: 0.7 eV.

Here are the Löwdin charges for atoms 1 to 4, given in e:
1. O -0.287
2. Cl 0.537
3. O -0.059
4. O -0.197

# 6
C30H20I2N3OPtS as an isolated structure, computed with wB97M-V/def2-TZVPD.

Atoms and positions in Å:
Pt1 -0.26 -0.41 0.22
C1 -3.08 1.78 3.20
C2 -4.33 1.34 2.78
C3 -4.41 0.37 1.81
C4 -3.24 -0.14 1.24
N1 -2.05 0.36 1.60
C5 -1.97 1.26 2.57
C6 -3.20 -1.26 0.29
C7 -4.33 -2.04 -0.01
C8 -4.22 -3.13 -0.86
C9 -3.00 -3.46 -1.42
C10 -1.87 -2.69 -1.13
C11 -1.98 -1.61 -0.28
H1 -2.96 2.51 3.99
H2 -5.23 1.74 3.23
H3 -5.38 0.00 1.49
H4 -0.97 1.56 2.86
H5 -5.29 -1.80 0.43
H6 -5.10 -3.73 -1.08
H7 -2.91 -4.32 -2.07
H8 -0.92 -2.95 -1.57
C12 2.89 0.35 -1.71
C13 3.25 -0.37 -0.46
C14 4.62 -0.56 -0.20
C15 5.02 -1.30 0.87
C16 4.04 -1.86 1.71
C17 4.39 -2.69 2.79
C18 3.43 -3.24 3.59
C19 2.08 -2.94 3.36
C20 1.70 -2.12 2.31
S1 0.01 -1.80 2.13
C21 2.68 -1.58 1.42
N2 2.30 -0.83 0.34
H9 3.72 0.33 -2.42
H10 2.66 1.39 -1.50
H11 2.04 -0.13 -2.18
H12 5.35 -0.13 -0.87
H13 6.07 -1.48 1.08
H14 5.44 -2.89 2.97
H15 3.70 -3.89 4.41
H16 1.32 -3.35 4.00
I1 -0.96 -0.54 -5.26
C22 -0.47 1.10 -4.09
C23 -0.26 2.35 -4.62
C24 0.06 3.42 -3.80
I2 0.48 5.25 -4.72
C25 0.13 3.28 -2.37
C26 0.37 4.34 -1.49
C27 0.37 4.09 -0.13
C28 0.17 2.79 0.32
N3 -0.02 1.76 -0.49
C29 -0.07 2.00 -1.82
C30 -0.33 0.85 -2.67
O1 -0.40 -0.29 -2.20
H17 -0.34 2.50 -5.69
H18 0.55 5.34 -1.86
H19 0.54 4.89 0.58
H20 0.18 2.58 1.38

Its energy above the lowest of the compared OMol25 structures with the same formula, charge and spin is 0.00 kJ/mol. The value obtained for the gap between HOMO and LUMO (alpha / beta) is 5.6 / 5.1 eV. Its strongest force on any atom is 1.85 eV Å⁻¹. As for the lowest unoccupied orbital energy (alpha / beta): -3.4 / -5.3 eV. As for the total charge: +1. Its multiplicity is 5.

Here are the Löwdin charges for atoms 1 to 4, given in e:
1. Pt 1.006
2. C -0.047
3. C -0.039
4. C 0.009